ORCA calculation (ωB97M-V with the def2-TZVPD basis set) on C45H54Br2ClN2O2PdSi as an isolated structure.

**Energy relative to the best compared isomer or geometry (same formula, charge and spin)**: 0.000 eV
**E_LUMO (alpha / beta)**: -3.7972 / -5.5860 eV
**HOMO-LUMO gap (alpha / beta)**: 5.61 / 4.16 eV
**Total charge**: +1
**Spin multiplicity**: 5
**Expectation value of S²**: 6.11

Positions of all 108 atoms, in Å:
Pd1 -0.949 2.042 0.421
O1 3.434 1.459 3.830
C1 2.438 0.674 4.379
C2 2.707 -0.270 5.355
C3 1.671 -1.045 5.857
C4 0.381 -0.882 5.377
C5 0.126 0.059 4.390
C6 1.148 0.849 3.888
C7 0.829 1.904 2.834
O2 -0.422 1.878 2.417
N1 1.813 1.628 1.680
N2 1.418 1.654 0.468
C8 2.327 1.415 -0.472
C9 2.043 1.323 -1.843
Br1 0.302 1.710 -2.437
C10 3.067 0.948 -2.683
C11 3.122 0.622 -4.077
C12 2.015 0.274 -4.873
C13 2.192 -0.044 -6.204
C14 3.462 -0.014 -6.773
C15 4.570 0.310 -5.998
C16 4.403 0.606 -4.662
H1 4.251 1.337 4.324
H2 3.719 -0.397 5.722
H3 1.880 -1.776 6.627
H4 -0.426 -1.485 5.771
H5 -0.869 0.209 3.995
H6 1.193 2.897 3.166
H7 2.794 1.454 1.919
H8 3.355 1.237 -0.162
H9 4.030 0.892 -2.180
H10 1.027 0.219 -4.444
H11 1.338 -0.322 -6.806
H12 3.589 -0.254 -7.820
H13 5.558 0.320 -6.437
H14 5.264 0.844 -4.050
C17 -5.429 -0.078 -2.438
C18 -4.026 -0.213 -2.506
C19 -3.223 0.520 -1.681
C20 -3.766 1.430 -0.739
C21 -2.972 2.216 0.140
C22 -3.553 3.107 0.998
C23 -4.959 3.233 1.058
C24 -5.750 2.482 0.240
C25 -5.180 1.569 -0.680
C26 -5.987 0.792 -1.548
H15 -6.057 -0.662 -3.098
H16 -3.587 -0.906 -3.214
H17 -2.149 0.396 -1.728
H18 -2.946 3.725 1.652
H19 -5.400 3.933 1.756
H20 -6.828 2.577 0.278
H21 -7.063 0.905 -1.492
Cl1 -0.964 4.942 -0.913
C27 -0.582 6.446 -0.122
C28 -0.685 7.605 -0.859
C29 -0.404 8.830 -0.265
C30 -0.021 8.882 1.076
C31 0.080 7.725 1.809
C32 -0.194 6.448 1.245
C33 -0.084 5.294 2.021
H22 -0.989 7.551 -1.895
H23 -0.489 9.738 -0.846
H24 0.193 9.834 1.540
H25 0.374 7.764 2.850
H26 -0.296 4.312 1.626
H27 0.191 5.373 3.064
C34 0.438 -4.616 -2.246
C35 0.278 -3.170 -1.752
C36 -0.821 -2.489 -2.586
C37 1.575 -2.411 -2.062
Si1 -0.093 -3.122 0.138
Br2 -0.902 -1.011 0.499
C38 -1.527 -4.265 0.685
C39 -2.668 -4.241 -0.345
C40 -2.144 -3.813 2.020
C41 -1.037 -5.715 0.831
C42 1.477 -3.232 1.245
C43 1.072 -3.397 2.718
C44 2.344 -4.438 0.850
C45 2.341 -1.959 1.187
H28 0.728 -4.606 -3.302
H29 -0.492 -5.179 -2.174
H30 1.208 -5.163 -1.701
H31 -0.544 -2.549 -3.644
H32 -0.926 -1.434 -2.326
H33 -1.795 -2.958 -2.477
H34 1.700 -2.343 -3.149
H35 2.457 -2.911 -1.665
H36 1.542 -1.396 -1.665
H37 -3.033 -3.227 -0.529
H38 -3.506 -4.822 0.050
H39 -2.384 -4.691 -1.295
H40 -2.611 -2.832 1.930
H41 -1.429 -3.774 2.838
H42 -2.925 -4.526 2.299
H43 -0.578 -6.096 -0.082
H44 -1.894 -6.357 1.058
H45 -0.322 -5.833 1.646
H46 0.564 -4.342 2.907
H47 0.432 -2.580 3.055
H48 1.973 -3.380 3.339
H49 1.787 -5.377 0.871
H50 3.169 -4.533 1.563
H51 2.785 -4.329 -0.141
H52 1.772 -1.082 1.506
H53 2.757 -1.773 0.197
H54 3.179 -2.074 1.883

Mulliken population analysis, charges in e, atoms 1 to 4:
1. Pd 0.2034
2. O -0.6205
3. C 1.3910
4. C -0.8976



ORCA calculation (ωB97M-V with the def2-TZVPD basis set) on one molecule with the formula C5H6OS.

**Energy relative to the best compared isomer or geometry (same formula, charge and spin)**: 6.352 eV
**E_LUMO (alpha / beta)**: -0.3313 / -0.7198 eV
**HOMO-LUMO gap (alpha / beta)**: 7.83 / 6.90 eV
**Total charge**: 0

Positions of all 13 atoms, in Å:
C1 -0.499 -1.869 -3.034
C2 -0.081 -1.268 -2.030
C3 -1.228 1.701 1.557
C4 1.070 -0.050 1.186
C5 0.381 -0.385 -1.021
O1 0.640 -0.897 0.196
S1 -0.544 0.311 2.256
H1 -0.285 -2.492 -3.873
H2 -0.756 2.730 1.883
H3 -2.241 1.457 1.421
H4 1.682 -0.756 1.839
H5 1.380 0.951 0.920
H6 0.480 0.567 -1.299

Mulliken population analysis, charges in e, atoms 1 to 4:
1. C -0.2425
2. C -0.2896
3. C -0.6622
4. C -0.4423